Density functional theory data (ωB97M-V with the def2-TZVPD basis set) for 2 unconnected molecules or ions with the total composition C6H9N3O3 at a distorted geometry.

Bonds (Å) are listed after each position.
Atoms and positions in Å:
1 O -2.16007 1.79615 -0.56914  N6 1.415, C12 1.426
2 O 2.86517 0.96256 1.21203  N5 1.398, C7 1.334
3 O 4.09032 -0.44046 -0.06686  C7 1.310, H17 1.023
4 N -2.99147 -1.44251 -1.56483  C10 1.260, H18 1.024
5 N 1.65137 0.99455 1.90547  O2 1.398, C9 1.298
6 N -3.05694 0.82258 -1.06871  O1 1.415, C10 1.398, H14 1.017
7 C 2.99729 -0.22632 0.62225  O2 1.334, O3 1.310, C8 1.366
8 C 1.91558 -1.01957 0.88002  C7 1.366, C9 1.421, H13 1.085
9 C 1.12058 -0.17164 1.69692  N5 1.298, C8 1.421, H20 1.090
10 C -2.47893 -0.44778 -0.98460  N4 1.260, N6 1.398, C11 1.515
11 C -1.22734 -0.28519 -0.14722  C10 1.515, C12 1.523, H15 1.095, H19 1.088
12 C -0.88605 1.16283 -0.47442  O1 1.426, C11 1.523, H16 1.085, H21 1.097
13 H 1.73538 -2.03545 0.54446  C8 1.085
14 H -3.34312 1.08781 -2.00779  N6 1.017
15 H -1.47880 -0.40210 0.91163  C11 1.095
16 H -0.33245 1.69492 0.29157  C12 1.085
17 H 4.67227 0.40076 -0.06373  O3 1.023
18 H -2.41997 -2.27494 -1.39217  N4 1.024
19 H -0.46829 -1.00978 -0.43383  C11 1.088
20 H 0.15004 -0.39218 2.14052  C9 1.090
21 H -0.35457 1.22575 -1.43156  C12 1.097

## Properties
HOMO = -8.996 eV
frontier orbital gap = 9.305 eV
SMILES = [H]/N=C1\CCON1.Oc1ccno1
energy relative to the best compared isomer or geometry (same formula, charge and spin) = 86.9 kcal per mole
max |F| = 2.69 eV/Å
2S+1 = 1

Results of the Löwdin charge analysis, in e, for atoms 1 through 8: number 1, O, carries -0.117; number 2, O, carries 0.023; number 3, O, carries 0.126; number 4, N, carries 0.129; number 5, N, carries 0.074; number 6, N, carries 0.047; number 7, C, carries -0.433; number 8, C, carries 0.003

Density functional theory data (ωB97M-V with the def2-TZVPD basis set) for 2 unconnected molecules or ions with the total composition C6H9N3O4 at a distorted geometry.

Bonds (Å) are listed after each position.
Atoms and positions in Å:
1 O -0.14123 -0.33720 2.01442  C12 1.304, C13 1.436
2 O -1.31395 0.94184 -1.62740  N6 1.359, H20 0.996
3 O -0.62015 1.31924 -3.65804  N6 1.208
4 O -0.35887 1.55153 0.81746  C12 1.210
5 N 3.11305 0.31130 -2.17651  N7 1.380, C10 1.289
6 N -0.30718 0.98627 -2.53932  O2 1.359, O3 1.208, C9 1.320
7 N 2.54304 -0.14247 -1.00491  N5 1.380, C11 1.323, H22 1.010
8 C -1.96726 -1.72542 2.71450  C13 1.517, H14 1.087, H17 1.086, H21 1.087
9 C 0.90338 0.64698 -2.13800  N6 1.320, C10 1.445, C11 1.458
10 C 2.13638 0.76951 -2.88170  N5 1.289, C9 1.445, H15 1.068
11 C 1.23451 -0.00020 -0.87392  N7 1.323, C9 1.458
12 C 0.26825 0.80219 1.53083  O1 1.304, O4 1.210, H16 1.097
13 C -1.45028 -0.79060 1.63694  O1 1.436, C8 1.517, H18 1.095, H19 1.095
14 H -2.99787 -1.99565 2.50029  C8 1.087
15 H 2.27028 1.20766 -3.84649  C10 1.068
16 H 1.26048 1.04843 1.92918  C12 1.097
17 H -1.92628 -1.23497 3.68300  C8 1.086
18 H -2.10519 0.07927 1.52099  C13 1.095
19 H -1.36387 -1.30049 0.67122  C13 1.095
20 H -0.97399 1.06167 -0.69913  O2 0.996
21 H -1.36298 -2.62833 2.75640  C8 1.087
22 H 3.15971 -0.57056 -0.32983  N7 1.010

## Properties
HOMO (alpha / beta) = -8.985 / -8.985 eV
frontier orbital gap (alpha / beta) = 8.039 / 8.038 eV
energy relative to the best compared isomer or geometry (same formula, charge and spin) = 76.9 kcal per mole
max |F| = 2.22 eV/Å
2S+1 = 1

Results of the Löwdin charge analysis, in e, for atoms 1 through 8: number 1, O, carries -0.014; number 2, O, carries 0.106; number 3, O, carries 0.119; number 4, O, carries 0.006; number 5, N, carries 0.050; number 6, N, carries -0.245; number 7, N, carries -0.041; number 8, C, carries -0.062

Density functional theory data (ωB97M-V with the def2-TZVPD basis set) for 2 unconnected molecules or ions with the total composition C6H9N3O4 at a distorted geometry.

Bonds (Å) are listed after each position.
Atoms and positions in Å:
1 O -2.92634 -0.58965 -1.89536  N5 1.185
2 O -1.94543 1.64221 1.81715  N7 1.193
3 O -3.83094 1.40148 0.83292  N7 1.252
4 O -2.68502 1.52892 -1.97830  N5 1.229
5 N -2.56837 0.43729 -1.42565  O1 1.185, O4 1.229, C11 1.461
6 N -3.56560 -2.43791 1.13484  C10 1.120
7 N -2.59688 1.20787 0.91674  O2 1.193, O3 1.252, C11 1.454
8 C -0.48495 0.01706 0.02067  C9 1.536, C11 1.498, C12 1.536, C13 1.590
9 C -0.13716 -0.55426 1.40295  C8 1.536, H17 1.025, H19 1.083, H22 1.188
10 C -2.93949 -1.60897 0.71591  N6 1.120
11 C -1.90892 0.45820 -0.12237  N5 1.461, N7 1.454, C8 1.498
12 C 0.35039 1.28833 -0.19071  C8 1.536, H14 1.100, H18 0.990, H21 1.161
13 C -0.06097 -0.91282 -1.19728  C8 1.590, H15 1.137, H16 1.045, H20 1.160
14 H 1.44367 1.23006 -0.08494  C12 1.100
15 H -0.65513 -1.86042 -0.99175  C13 1.137
16 H -0.25514 -0.50742 -2.14069  C13 1.045
17 H 0.87901 -0.60640 1.53053  C9 1.025
18 H 0.24856 1.65343 -1.10498  C12 0.990
19 H -0.73478 0.02433 2.09664  C9 1.083
20 H 1.06736 -1.15781 -1.08442  C13 1.160
21 H 0.18076 2.02317 0.69253  C12 1.161
22 H -0.49768 -1.68541 1.35171  C9 1.188

## Properties
HOMO (alpha / beta) = -11.252 / -11.263 eV
frontier orbital gap (alpha / beta) = 7.571 / 7.587 eV
energy relative to the best compared isomer or geometry (same formula, charge and spin) = 221.9 kcal per mole
max |F| = 7.31 eV/Å
2S+1 = 1

Results of the Löwdin charge analysis, in e, for atoms 1 through 8: number 1, O, carries 0.146; number 2, O, carries 0.117; number 3, O, carries 0.111; number 4, O, carries 0.137; number 5, N, carries -0.357; number 6, N, carries 0.033; number 7, N, carries -0.321; number 8, C, carries -0.524

Density functional theory data (ωB97M-V with the def2-TZVPD basis set) for 2 unconnected molecules or ions with the total composition C6H9N4 at a distorted geometry.

Bonds (Å) are listed after each position.
Atoms and positions in Å:
1 N -1.36542 1.54605 -0.52989  C7 1.242, C9 1.363
2 N 0.79631 0.51185 -2.50219  N3 1.100
3 N 0.23536 1.45801 -2.49999  N2 1.100
4 N 0.75786 -0.96564 1.09815  C5 1.274, C6 1.438, H14 1.005
5 C 0.03065 -0.36103 0.24393  N4 1.274, C9 1.505, C10 1.460
6 C 1.08209 -0.50320 2.42021  N4 1.438, H11 1.081, H13 1.133, H18 1.052
7 C -1.93613 0.78983 -1.33316  N1 1.242, C8 1.454, H19 1.054
8 C -1.62490 -0.61419 -1.54518  C7 1.454, C10 1.353, H16 1.106
9 C -0.42214 1.07134 0.33109  N1 1.363, C5 1.505, H15 1.024, H17 1.175
10 C -0.60686 -1.13188 -0.81992  C5 1.460, C8 1.353, H12 1.142
11 H 2.14341 -0.38435 2.58714  C6 1.081
12 H -0.39623 -2.24401 -0.97069  C10 1.142
13 H 0.71531 -1.21804 3.21859  C6 1.133
14 H 1.03939 -1.91440 0.92123  N4 1.005
15 H -0.67319 1.47112 1.24012  C9 1.024
16 H -2.39766 -1.12374 -2.14999  C8 1.106
17 H 0.50501 1.75801 0.10816  C9 1.175
18 H 0.68423 0.41093 2.75698  C6 1.052
19 H -2.36365 1.34555 -2.12046  C7 1.054

## Properties
HOMO = -14.158 eV
frontier orbital gap = 8.901 eV
energy relative to the best compared isomer or geometry (same formula, charge and spin) = 58.7 kcal per mole
max |F| = 3.85 eV/Å
2S+1 = 1
charge = +1

Results of the Löwdin charge analysis, in e, for atoms 1 through 8: number 1, N, carries 0.048; number 2, N, carries 0.115; number 3, N, carries 0.105; number 4, N, carries 0.081; number 5, C, carries -0.170; number 6, C, carries -0.013; number 7, C, carries -0.186; number 8, C, carries -0.002

Density functional theory data (ωB97M-V with the def2-TZVPD basis set) for a gas-phase ion, C6H9N4O4 (charge -1) at a distorted geometry.

Bonds (Å) are listed after each position.
Atoms and positions in Å:
1 O -0.66317 -2.27051 -1.12903  C11 1.437, H17 0.920
2 O -2.09230 -1.46006 0.44348  C11 1.377, H20 0.964
3 O 5.51186 -0.82458 -0.64302  N6 1.207
4 O 4.79976 0.72364 0.60402  N6 1.230
5 N 3.46867 -0.67136 -0.48016  N6 1.251, C14 1.352
6 N 4.58974 -0.25323 -0.11389  O3 1.207, O4 1.230, N5 1.251
7 N 1.11170 -0.08829 -0.73368  C9 1.494, C12 1.542, C14 1.481
8 N 1.89003 -0.88236 1.28523  C13 1.463, C14 1.289
9 C -0.11890 -0.15741 0.11030  N7 1.494, C10 1.580, C11 1.531, C13 1.549
10 C -0.38259 1.37270 -0.18154  C9 1.580, C12 1.412, H15 1.087, H21 1.085
11 C -1.17338 -1.07941 -0.50826  O1 1.437, O2 1.377, C9 1.531, H22 1.058
12 C 0.92807 1.44200 -0.70311  N7 1.542, C10 1.412, H19 1.062, H23 1.157
13 C 0.46679 -0.59916 1.47474  N8 1.463, C9 1.549, H16 1.013, H18 1.061
14 C 2.25127 -0.54660 0.09404  N5 1.352, N7 1.481, N8 1.289
15 H -1.30252 1.67397 -0.67707  C10 1.087
16 H 0.49949 0.14750 2.15927  C13 1.013
17 H 0.24065 -2.10120 -1.12387  O1 0.920
18 H -0.06515 -1.40630 1.91254  C13 1.061
19 H 1.64545 1.83574 -0.02700  C12 1.062
20 H -2.21873 -2.39459 0.24460  O2 0.964
21 H -0.29049 1.86409 0.78138  C10 1.085
22 H -1.59042 -0.50955 -1.29544  C11 1.058
23 H 1.19875 1.77533 -1.77743  C12 1.157

## Properties
HOMO = -4.425 eV
frontier orbital gap = 7.475 eV
SMILES = [O-][N+]([O-])=NC1=NC[C@@]2(C(O)O)CCN12
energy relative to the best compared isomer or geometry (same formula, charge and spin) = 0.0 kcal per mole
max |F| = 7.28 eV/Å
2S+1 = 1
charge = -1

Results of the Löwdin charge analysis, in e, for atoms 1 through 8: number 1, O, carries 0.031; number 2, O, carries 0.020; number 3, O, carries -0.051; number 4, O, carries -0.053; number 5, N, carries 0.103; number 6, N, carries -0.577; number 7, N, carries 0.027; number 8, N, carries 0.102

Density functional theory data (ωB97M-V with the def2-TZVPD basis set) for a single C6H9N4OP3 molecule at a distorted geometry.

Bonds (Å) are listed after each position.
Atoms and positions in Å:
1 P 2.50473 1.39075 0.21536  O4 1.765, N5 1.862, N7 1.637
2 P 2.27136 0.97787 -2.65746  N7 1.668, N8 1.840, H15 1.363
3 P 2.91822 -1.32070 -0.75012  N5 1.617, N8 1.609
4 O 1.46662 0.09761 0.82085  P1 1.765, C10 1.343
5 N 3.67094 -0.00069 -0.19655  P1 1.862, P3 1.617, H23 0.916
6 N 1.29887 -1.45210 -2.90824  N8 1.410, H17 0.961, H20 1.003
7 N 1.90751 1.80088 -1.25276  P1 1.637, P2 1.668
8 N 2.07272 -0.72256 -1.98183  P2 1.840, P3 1.609, N6 1.410
9 C -1.67607 1.63283 2.02094  C12 1.374, C14 1.399, H19 1.052
10 C 0.18105 0.29988 1.15107  O4 1.343, C13 1.472, C14 1.419
11 C -1.99545 -0.72451 1.60339  C12 1.373, C13 1.369, H21 1.078
12 C -2.46796 0.51158 1.96885  C9 1.374, C11 1.373, H18 1.076
13 C -0.67969 -0.88880 1.26338  C10 1.472, C11 1.369, H22 1.077
14 C -0.34455 1.53794 1.60326  C9 1.399, C10 1.419, H16 1.068
15 H 1.03686 0.77642 -3.19846  P2 1.363
16 H 0.35730 2.32622 1.76565  C14 1.068
17 H 0.35863 -1.26848 -2.82952  N6 0.961
18 H -3.47134 0.75901 2.26955  C12 1.076
19 H -2.05612 2.60693 1.90275  C9 1.052
20 H 1.42338 -2.44418 -2.83198  N6 1.003
21 H -2.56735 -1.63662 1.55758  C11 1.078
22 H -0.30082 -1.86926 1.02998  C13 1.077
23 H 4.47265 -0.03628 0.24586  N5 0.916

## Properties
HOMO = -7.992 eV
frontier orbital gap = 7.258 eV
max |F| = 5.97 eV/Å
2S+1 = 1

Results of the Löwdin charge analysis, in e, for atoms 1 through 8: number 1, P, carries 0.769; number 2, P, carries 0.758; number 3, P, carries 0.916; number 4, O, carries -0.423; number 5, N, carries -0.414; number 6, N, carries -0.042; number 7, N, carries -0.609; number 8, N, carries -0.644